Entry 1:
Density functional theory data (ωB97M-V/def2-TZVPD) for a molecular structure, C30H22BrF12N2O5Re.

The calculation puts the energy above the lowest of the compared OMol25 structures with the same formula, charge and spin at 0.00 kcal per mole.

Structure (ORCA input):
```
! wB97M-V def2-TZVPD RIJCOSX def2/J DEFGRID3
* xyz 2 1
Re -1.754 1.325 0.419
C 3.942 3.653 -2.751
C 2.948 2.868 -1.945
C 2.775 1.500 -2.126
C 1.877 0.790 -1.350
C 1.127 1.432 -0.374
N 0.223 0.617 0.413
C 0.713 -0.398 1.065
C 2.123 -0.496 1.359
C 2.581 -1.369 2.271
C 1.734 -2.336 2.966
C 2.333 -3.181 4.054
C 0.453 -2.420 2.621
C -0.148 -1.623 1.478
C -1.647 -1.342 1.798
O -2.179 -0.329 0.972
C -1.801 -0.726 3.229
F -0.864 0.247 3.338
F -1.634 -1.599 4.200
F -2.988 -0.146 3.359
C -2.588 -2.594 1.601
F -1.958 -3.729 1.876
F -3.649 -2.500 2.394
F -3.006 -2.633 0.339
C 1.225 2.819 -0.230
C 2.153 3.509 -0.996
C 0.305 3.549 0.733
O -0.966 2.903 0.719
C 0.855 3.518 2.187
F 0.820 2.249 2.631
F 0.139 4.264 3.012
F 2.113 3.934 2.188
C -0.052 5.004 0.298
F -1.108 5.439 0.974
F 0.964 5.830 0.504
F -0.370 5.006 -1.002
H 4.397 3.039 -3.525
H 4.736 4.034 -2.109
H 3.467 4.511 -3.227
H 3.353 0.981 -2.880
H 1.761 -0.278 -1.492
H 2.788 0.241 0.938
H 3.630 -1.332 2.538
H 3.419 -3.198 3.987
H 1.970 -4.206 4.000
H 2.068 -2.783 5.035
H -0.187 -3.157 3.082
H 2.267 4.577 -0.875
N -5.507 2.636 -0.594
C -4.329 2.079 -0.593
O -3.663 2.037 0.506
C -3.711 1.454 -1.796
C -2.188 1.454 -1.602
H -5.885 3.017 0.264
H -6.067 2.687 -1.431
H -4.023 1.946 -2.718
H -4.082 0.424 -1.839
H -1.758 2.428 -1.867
H -1.684 0.685 -2.180
Br 1.369 -6.657 -4.821
C 0.841 -5.325 -3.610
C 1.131 -5.476 -2.260
C 0.745 -4.494 -1.368
C 0.067 -3.364 -1.827
C -0.223 -3.227 -3.185
C 0.165 -4.204 -4.080
C -0.375 -2.292 -0.927
O -0.001 -2.539 0.371
O -0.992 -1.303 -1.242
H 1.653 -6.357 -1.915
H 0.965 -4.611 -0.316
H -0.756 -2.352 -3.532
H -0.055 -4.108 -5.134
*
```

---

Entry 2:
Density functional theory data (ωB97M-V/def2-TZVPD) for a molecular structure, C30H22Cl2N4OV at a distorted geometry.

The calculation puts the energy above the lowest of the compared OMol25 structures with the same formula, charge and spin at 0.00 kcal per mole.

Structure (ORCA input):
```
! wB97M-V def2-TZVPD RIJCOSX def2/J DEFGRID3
* xyz -1 3
V -0.434 0.006 0.498
C -4.003 0.972 -1.427
C -2.966 0.405 -0.502
N -1.744 0.978 -0.318
N -1.474 2.280 -0.638
C -0.432 2.663 0.067
O 0.129 1.886 0.946
C 0.071 4.042 -0.103
C 1.316 4.395 0.418
C 1.782 5.696 0.309
C 1.012 6.668 -0.315
C -0.230 6.323 -0.836
C -0.697 5.023 -0.736
C -3.093 -0.701 0.319
C -4.196 -1.600 0.385
C -4.206 -2.608 1.299
C -3.098 -2.745 2.189
C -2.045 -1.887 2.073
N -1.966 -0.893 1.150
H -3.626 1.913 -1.825
H -4.952 1.161 -0.919
H -4.196 0.294 -2.265
H 1.907 3.633 0.911
H 2.750 5.962 0.718
H 1.373 7.686 -0.395
H -0.840 7.080 -1.316
H -1.661 4.739 -1.135
H -5.022 -1.459 -0.303
H -5.041 -3.296 1.356
H -3.076 -3.526 2.937
H -1.186 -1.990 2.729
Cl 1.225 0.464 -1.397
C 2.672 0.675 -0.486
C 3.718 1.385 -1.046
C 4.845 1.675 -0.296
C 4.902 1.276 1.029
C 3.849 0.558 1.569
Cl 3.957 0.079 3.242
C 2.716 0.200 0.836
N 1.668 -0.547 1.386
H 3.619 1.740 -2.063
H 5.672 2.219 -0.733
H 5.757 1.514 1.645
C -0.831 -5.487 -1.888
C -1.653 -4.354 -2.046
C -1.328 -3.178 -1.425
C -0.168 -3.067 -0.625
C 0.155 -1.836 0.013
C 1.327 -1.822 0.731
C 2.184 -2.927 0.888
C 1.850 -4.116 0.296
C 0.669 -4.212 -0.478
C 0.300 -5.418 -1.122
H -1.100 -6.419 -2.372
H -2.541 -4.425 -2.663
H -1.959 -2.301 -1.523
H 1.817 -0.676 2.377
H 3.097 -2.830 1.470
H 2.489 -4.985 0.410
H 0.937 -6.288 -0.998
*
```

---

Entry 3:
Density functional theory data (ωB97M-V/def2-TZVPD) for a molecular structure, C30H22Cl5N4ReS at a distorted geometry.

The calculation puts the total energy at -4152.44354 hartree.

Structure (ORCA input):
```
! wB97M-V def2-TZVPD RIJCOSX def2/J DEFGRID3
* xyz 1 4
Re -17.101 13.253 6.410
C -17.758 13.224 4.676
H -18.738 13.410 4.270
H -17.031 13.060 3.878
C -20.618 12.777 8.837
C -19.517 12.500 8.053
N -18.957 13.467 7.276
C -19.422 14.720 7.269
C -20.545 15.017 7.987
C -21.153 14.051 8.816
C -21.190 16.318 8.020
C -21.236 17.295 7.056
C -21.050 17.172 5.619
C -21.476 18.188 4.765
C -21.471 17.893 3.404
N -21.044 16.729 2.932
C -20.455 15.946 3.820
N -20.459 16.034 5.127
H -21.126 12.015 9.422
H -19.043 11.532 7.957
H -18.948 15.428 6.575
H -22.100 14.274 9.370
H -21.675 16.552 8.970
H -21.535 18.302 7.411
H -21.916 19.102 5.131
H -21.953 18.518 2.707
H -19.919 15.114 3.368
N -15.303 13.780 6.006
S -14.463 13.740 4.495
C -13.915 12.058 4.305
C -13.783 11.514 3.031
C -13.416 10.146 2.937
C -13.277 9.332 4.070
C -13.361 9.931 5.342
C -13.760 11.276 5.448
C -12.793 14.425 4.584
C -11.867 14.105 5.571
C -10.596 14.662 5.555
C -10.246 15.620 4.590
C -11.210 15.939 3.632
C -12.487 15.397 3.619
H -14.687 14.195 6.723
H -13.968 12.121 2.160
H -13.325 9.798 1.920
H -13.010 8.277 4.013
H -13.096 9.340 6.226
H -13.922 11.812 6.391
H -12.233 13.378 6.343
H -9.945 14.325 6.327
H -9.336 16.213 4.663
H -10.954 16.627 2.878
H -13.259 15.721 2.896
Cl -16.225 13.595 8.851
C -15.982 11.835 8.552
C -16.514 11.401 7.341
C -16.462 10.026 7.025
Cl -17.298 9.599 5.573
C -15.881 9.106 7.884
Cl -15.757 7.443 7.610
C -15.329 9.631 9.111
Cl -14.528 8.591 10.220
C -15.386 10.998 9.472
Cl -14.871 11.606 11.016
*
```

---

Entry 4:
Density functional theory data (ωB97M-V/def2-TZVPD) for a molecular structure, C30H22ClIN3O4W.

The calculation puts the energy above the lowest of the compared OMol25 structures with the same formula, charge and spin at 0.00 kcal per mole.

Structure (ORCA input):
```
! wB97M-V def2-TZVPD RIJCOSX def2/J DEFGRID3
* xyz 3 1
W 0.480 -0.579 -0.106
C 1.002 -2.842 0.589
C 0.142 -2.713 1.702
C -1.195 -3.090 1.587
C -1.684 -3.586 0.379
C -0.863 -3.652 -0.739
C 0.483 -3.277 -0.647
H 2.076 -2.750 0.718
H 0.542 -2.407 2.661
H -1.842 -3.043 2.454
H -2.713 -3.915 0.312
H -1.248 -4.024 -1.680
H 1.139 -3.381 -1.502
C 4.684 -0.090 0.307
O 4.745 0.179 1.713
C 3.690 0.541 2.425
C 3.988 1.063 3.709
C 3.016 1.487 4.585
C 1.675 1.410 4.224
C 1.330 0.876 2.980
C -0.037 0.794 2.638
N -0.532 0.319 1.509
N -1.913 0.379 1.432
C -2.331 -0.211 0.365
O -1.340 -0.695 -0.458
C -3.697 -0.413 -0.039
C -4.730 -0.020 0.824
C -6.042 -0.215 0.444
C -6.329 -0.797 -0.788
C -5.306 -1.185 -1.648
C -3.989 -0.995 -1.280
C 2.343 0.431 2.092
O 1.928 -0.135 0.927
H 5.719 -0.124 -0.018
H 4.161 0.713 -0.214
H 4.215 -1.055 0.117
H 5.038 1.124 3.969
H 3.298 1.887 5.549
H 0.900 1.753 4.898
H -0.775 1.131 3.361
H -4.496 0.431 1.779
H -6.846 0.083 1.102
H -7.360 -0.947 -1.081
H -5.543 -1.628 -2.605
H -3.192 -1.283 -1.954
Cl 1.676 3.880 -5.314
C 1.561 2.501 -4.317
C 1.975 1.280 -4.783
C 1.891 0.113 -3.987
I 2.511 -1.718 -4.700
C 1.384 0.250 -2.725
O 1.210 -0.753 -1.801
C 0.950 1.472 -2.223
N 0.451 1.429 -0.947
C 0.002 2.582 -0.426
C 0.039 3.777 -1.125
C 0.545 3.819 -2.412
C 1.020 2.639 -2.999
H 2.374 1.205 -5.786
H -0.413 2.553 0.571
H -0.342 4.669 -0.648
H 0.574 4.749 -2.966
*
```